C5H10N3 | ωB97M-V with the def2-TZVPD basis set

```
18
C5H10N3 (ωB97M-V with the def2-TZVPD basis set)
C -0.532 1.722 0.000
C 2.744 0.144 -0.041
C 0.028 -0.728 -0.295
C -2.308 0.279 -0.136
C 0.512 0.751 -0.041
N -1.801 1.536 -0.076
N 1.772 0.953 0.292
N -1.299 -0.819 0.443
H -0.123 2.768 0.116
H 3.799 0.255 0.282
H 2.646 -0.742 -0.701
H -0.051 -0.996 -1.422
H 0.776 -1.416 0.195
H -3.204 0.305 0.476
H -2.684 0.104 -1.089
H 2.144 1.921 0.446
H -1.836 -1.741 0.429
H -1.244 -0.334 1.381
```

## Properties
gap between HOMO and LUMO (alpha / beta)	7.5790 / 7.5800	eV
HOMO level (alpha / beta)	-11.47 / -11.47	eV
F_max	4.54	eV/Å
relative energy (zero: lowest compared OMol25 entry of this formula, charge and spin)	97.3	kcal/mol
DFT total energy	-9807.527	eV
net charge	+1
LUMO energy (alpha / beta)	-0.143 / -0.143	Ha

Computed Löwdin charges, given in elementary charges: -0.12, 0.04, -0.06, -0.19, -0.27, 0.03, 0.00, 0.08, 0.14, 0.10, 0.10, 0.17, 0.12, 0.14, 0.12, 0.21, 0.21, 0.20



C5H9NOS | ωB97M-V with the def2-TZVPD basis set

```
17
C5H9NOS (ωB97M-V with the def2-TZVPD basis set)
C -1.424 -0.308 0.208
C -0.480 0.380 1.148
C 0.918 0.501 0.519
C 1.466 -0.888 0.043
C 1.469 -0.316 -1.373
H -4.228 0.403 -0.880
H -1.200 -1.617 0.104
H -2.311 -0.051 1.126
H -0.202 -0.404 1.953
H -0.935 1.233 1.486
H 1.544 0.960 1.383
H 0.705 -1.702 0.070
H 2.625 -1.203 0.265
H 1.017 1.908 -1.377
N 1.156 0.919 -0.878
O 1.869 -0.621 -2.504
S -1.989 0.807 -1.294
```

## Properties
gap between HOMO and LUMO	7.4201	eV
HOMO level	-9.43	eV
F_max	5.56	eV/Å
relative energy (zero: lowest compared OMol25 entry of this formula, charge and spin)	172.8	kcal/mol
DFT total energy	-19696.808	eV
net charge	0
LUMO energy	-0.074	Ha

Computed Löwdin charges, given in elementary charges: -0.60, -0.33, -0.32, -0.06, -0.50, 0.12, 0.16, 0.13, 0.15, 0.06, 0.16, 0.09, 0.18, 0.21, 0.07, 0.04, 0.44



C18H29FeN4O3S3 | ωB97M-V with the def2-TZVPD basis set

```
58
C18H29FeN4O3S3 (ωB97M-V with the def2-TZVPD basis set)
Fe 0.744 -0.500 -0.395
C -1.480 -2.925 1.314
C -1.320 -1.690 2.178
S 0.322 -0.919 2.198
C 1.438 -2.214 2.836
C 1.868 -3.297 1.858
S 2.334 -2.620 0.224
C 1.581 -3.781 -0.962
C 0.128 -4.141 -0.709
S -0.950 -2.691 -0.427
H -2.536 -3.189 1.271
H -0.943 -3.774 1.728
H -1.581 -1.925 3.211
H -1.964 -0.877 1.841
H 0.954 -2.660 3.706
H 2.299 -1.646 3.188
H 1.095 -4.043 1.705
H 2.751 -3.803 2.247
H 2.194 -4.682 -0.997
H 1.689 -3.263 -1.917
H 0.002 -4.826 0.125
H -0.259 -4.642 -1.596
C 5.412 1.965 1.539
N 4.176 1.759 0.794
C 3.412 2.734 0.204
C 2.342 2.105 -0.351
N 2.451 0.753 -0.105
C 3.570 0.586 0.594
H 5.646 3.025 1.551
H 6.235 1.428 1.072
H 5.297 1.619 2.564
H 3.687 3.774 0.213
H 1.524 2.529 -0.909
H 3.963 -0.359 0.930
C -0.906 2.858 -3.320
C -2.235 2.143 -3.089
C -2.450 1.697 -1.636
C -3.778 0.891 -1.531
C -4.097 0.300 -0.161
C -2.604 2.939 -0.744
O -3.281 3.871 -1.080
N -1.957 2.921 0.479
C -1.115 1.933 0.959
O -0.626 1.976 2.062
N -0.863 0.889 0.084
C -1.330 0.823 -1.158
O -0.790 -0.056 -1.877
H -0.847 3.197 -4.352
H -0.059 2.191 -3.141
H -0.812 3.739 -2.680
H -2.297 1.264 -3.732
H -3.057 2.810 -3.340
H -3.734 0.089 -2.270
H -4.574 1.574 -1.830
H -3.382 -0.483 0.108
H -5.089 -0.150 -0.184
H -4.104 1.056 0.626
H -2.096 3.720 1.084
```

## Properties
gap between HOMO and LUMO (alpha / beta)	9.5284 / 6.3624	eV
HOMO level (alpha / beta)	-15.21 / -15.21	eV
F_max	1.87	eV/Å
2S+1	6
DFT total energy	-98120.023	eV
net charge	+2
expectation value of S²	8.76
LUMO energy (alpha / beta)	-0.209 / -0.325	Ha

Computed Löwdin charges, given in elementary charges: 0.88, -0.44, -0.45, 0.95, -0.44, -0.44, 0.90, -0.47, -0.46, 0.96, 0.10, 0.07, 0.11, 0.06, 0.11, 0.08, 0.06, 0.10, 0.10, 0.09, 0.08, 0.10, 0.03, -0.09, 0.00, -0.10, -0.05, -0.14, 0.11, 0.11, 0.11, 0.14, 0.11, 0.12, -0.06, -0.16, -0.30, -0.13, -0.06, -0.40, 0.16, 0.23, -0.53, 0.08, 0.09, -0.45, -0.06, 0.09, 0.06, 0.09, 0.13, 0.13, 0.13, 0.14, 0.05, 0.09, 0.09, 0.18



C4H16FN8O4Ti | ωB97M-V with the def2-TZVPD basis set

```
34
C4H16FN8O4Ti (ωB97M-V with the def2-TZVPD basis set)
Ti -1.467 2.099 -0.765
F -0.452 0.236 0.091
C 2.915 -0.552 -2.037
O 3.578 -1.272 -2.728
N 3.252 0.650 -1.656
N 1.747 -0.784 -1.601
H 2.557 1.252 -1.237
H 4.151 0.950 -2.004
H 1.240 -0.192 -0.958
H 1.399 -1.724 -1.725
C -1.571 1.707 3.127
O -2.208 2.305 4.012
N -0.255 1.467 3.186
N -1.971 1.141 2.035
H 0.185 0.947 2.440
H 0.302 1.900 3.909
H -2.969 1.124 1.887
H -1.291 0.836 1.352
C -2.466 0.133 -2.742
O -3.139 0.704 -1.959
N -1.322 -0.459 -2.529
N -2.842 -0.126 -4.011
H -0.859 -0.371 -1.636
H -0.791 -0.952 -3.233
H -2.199 -0.766 -4.454
H -3.738 0.280 -4.243
C 1.452 -1.533 2.561
O 2.125 -2.096 3.319
N 0.082 -1.783 2.535
N 1.743 -0.751 1.580
H -0.420 -2.024 3.377
H -0.419 -1.434 1.730
H 2.682 -0.438 1.381
H 0.968 -0.475 0.995
```

## Properties
gap between HOMO and LUMO (alpha / beta)	6.6179 / 8.6806	eV
HOMO level (alpha / beta)	-7.24 / -9.52	eV
F_max	7.42	eV/Å
2S+1	4
relative energy (zero: lowest compared OMol25 entry of this formula, charge and spin)	73.9	kcal/mol
DFT total energy	-50351.294	eV
net charge	0
expectation value of S²	3.75
LUMO energy (alpha / beta)	-0.023 / -0.031	Ha

Computed Löwdin charges, given in elementary charges: 0.82, -0.53, -0.83, 0.07, 0.16, 0.16, 0.10, 0.12, 0.05, 0.13, -0.73, 0.01, 0.16, 0.13, 0.06, 0.12, 0.12, -0.01, -0.80, 0.00, 0.17, 0.17, 0.04, 0.12, 0.11, 0.13, -0.79, 0.10, 0.14, 0.16, 0.11, 0.06, 0.13, 0.03



C7H6BrN4 | ωB97M-V with the def2-TZVPD basis set

```
18
C7H6BrN4 (ωB97M-V with the def2-TZVPD basis set)
N -0.299 -3.341 -0.745
C -0.016 -2.229 -0.895
C 0.559 -0.827 -0.940
C 1.894 -0.805 -0.121
C 1.823 0.046 1.125
N 0.823 0.667 1.630
C -0.264 0.751 0.918
N -1.286 1.540 1.074
C -2.212 1.446 0.021
Br -3.611 2.694 -0.084
C -1.615 0.548 -0.894
N -0.457 0.097 -0.419
H 0.601 -0.649 -2.080
H 2.783 -0.675 -0.778
H 1.929 -1.804 0.408
H 2.782 -0.007 1.692
H -1.505 2.130 2.025
H -1.933 0.418 -1.938
```

## Properties
gap between HOMO and LUMO (alpha / beta)	8.1817 / 8.1825	eV
structure (SMILES)	N#C[C@@H]1CC=Nc2[nH+]c(Br)cn21
HOMO level (alpha / beta)	-13.06 / -13.07	eV
F_max	5.94	eV/Å
DFT total energy	-83350.196	eV
net charge	+1
LUMO energy (alpha / beta)	-0.179 / -0.179	Ha

Computed Löwdin charges, given in elementary charges: 0.20, -0.15, -0.20, -0.05, -0.04, 0.16, -0.26, 0.12, -0.66, 0.84, -0.05, 0.04, 0.19, 0.15, 0.15, 0.15, 0.27, 0.16



C4HF2O2 | ωB97M-V with the def2-TZVPD basis set

```
9
C4HF2O2 (ωB97M-V with the def2-TZVPD basis set)
O 0.072 1.389 -2.288
C -0.548 1.021 -1.296
O -1.814 0.931 -1.033
C 0.102 0.469 -0.077
C 0.411 0.246 1.167
C 0.272 -1.005 0.515
F -0.728 -1.906 0.731
F 1.456 -1.637 0.136
H 0.778 0.493 2.144
```

## Properties
gap between HOMO and LUMO	8.6995	eV
structure (SMILES)	O=C([O-])C1=CC1(F)F
HOMO level	-4.64	eV
F_max	3.61	eV/Å
relative energy (zero: lowest compared OMol25 entry of this formula, charge and spin)	1.0	kcal/mol
DFT total energy	-13693.096	eV
net charge	-1
LUMO energy	0.149	Ha

Computed Löwdin charges, given in elementary charges: -0.02, -0.70, -0.08, 0.06, 0.02, -0.44, 0.06, 0.01, 0.09



C21H47ClN3O6P2 | ωB97M-V with the def2-TZVPD basis set

```
80
C21H47ClN3O6P2 (ωB97M-V with the def2-TZVPD basis set)
C -1.428 2.836 1.767
C -2.351 1.861 2.612
O -1.666 1.167 3.645
C -0.770 0.182 3.119
C -1.269 -1.296 3.390
C -0.643 -2.357 2.365
C -1.412 -2.178 1.004
C -1.046 -3.233 -0.107
N -0.037 -2.775 -1.106
C -0.474 -1.593 -1.824
N -1.876 -1.429 -2.033
C -2.205 -0.694 -3.266
Cl -1.894 -1.628 -4.782
C -3.760 -0.366 -3.191
C -4.063 1.029 -3.907
N 0.458 -0.758 -2.179
P 2.191 -1.108 -1.794
C 3.140 0.098 -2.885
C 2.380 -0.428 -0.048
P 0.409 -4.062 -2.218
O 1.627 -4.817 -1.697
O -0.803 -5.198 -2.395
O 0.856 -3.437 -3.707
H -1.339 2.366 0.743
H -0.409 2.828 2.221
H -1.854 3.859 1.660
H -3.102 2.521 3.129
H -2.976 1.181 1.960
H 0.187 0.290 3.705
H -0.479 0.347 2.048
H -2.375 -1.276 3.157
H -1.163 -1.609 4.453
H -0.769 -3.375 2.817
H 0.439 -2.071 2.274
H -1.311 -1.106 0.698
H -2.505 -2.331 1.233
H -1.960 -3.628 -0.627
H -0.586 -4.123 0.408
H -2.359 -1.046 -1.221
H -1.708 0.317 -3.315
H -4.081 -0.212 -2.119
H -4.393 -1.193 -3.585
H -5.164 1.141 -4.046
H -3.492 1.069 -4.863
H -3.736 1.817 -3.174
H 0.209 0.112 -2.661
H 2.671 1.118 -2.783
H 3.055 -0.276 -3.941
H 4.204 0.138 -2.549
H 3.313 0.201 0.007
H 1.533 0.268 0.210
H 2.497 -1.225 0.722
H -0.606 -5.941 -1.799
H 1.779 -3.711 -3.852
C 4.141 -0.034 4.831
C 3.752 -1.466 5.150
C 2.465 -1.625 4.363
O 2.575 -0.772 3.212
C 3.707 0.095 3.383
H 5.200 0.176 4.977
H 3.566 0.655 5.457
H 4.513 -2.151 4.765
H 3.626 -1.660 6.215
H 1.598 -1.293 4.946
H 2.294 -2.654 4.041
H 4.495 -0.242 2.701
H 3.429 1.117 3.117
C -1.253 4.373 -1.760
C -0.027 5.148 -2.206
C 1.009 4.045 -2.327
O 0.298 2.848 -2.685
C -1.108 3.074 -2.525
H -2.192 4.886 -1.966
H -1.197 4.178 -0.686
H -0.211 5.602 -3.184
H 0.273 5.936 -1.517
H 1.508 3.865 -1.369
H 1.769 4.260 -3.080
H -1.554 3.145 -3.523
H -1.560 2.226 -2.001
```

## Properties
gap between HOMO and LUMO	8.1452	eV
HOMO level	-11.84	eV
F_max	6.10	eV/Å
DFT total energy	-70388.697	eV
net charge	+1
LUMO energy	-0.136	Ha

Computed Löwdin charges, given in elementary charges: -0.07, -0.27, -0.16, -0.22, -0.15, -0.17, -0.18, -0.19, -0.12, -0.38, 0.06, -0.69, 0.67, -0.24, -0.09, -0.01, 0.96, -0.27, -0.26, 0.57, -0.32, -0.14, -0.18, 0.05, 0.09, 0.08, 0.12, 0.12, 0.12, 0.10, 0.11, 0.12, 0.12, 0.10, 0.09, 0.13, 0.12, 0.14, 0.13, 0.09, 0.11, 0.11, 0.08, 0.08, 0.07, 0.12, 0.04, 0.05, 0.06, 0.05, 0.04, 0.03, 0.09, 0.09, -0.17, -0.16, -0.21, -0.20, -0.21, 0.12, 0.12, 0.12, 0.12, 0.11, 0.12, 0.12, 0.12, -0.16, -0.16, -0.19, -0.17, -0.22, 0.12, 0.09, 0.12, 0.12, 0.12, 0.12, 0.12, 0.09



C11H21ClN2 | ωB97M-V with the def2-TZVPD basis set

```
35
C11H21ClN2 (ωB97M-V with the def2-TZVPD basis set)
C 0.596 -1.336 1.106
C 1.644 -0.339 -2.000
C 3.022 0.679 0.064
C 2.700 -1.727 -0.272
C -0.308 1.275 1.858
C -0.342 1.656 -0.672
C -3.043 -1.301 0.932
C -3.353 0.803 -0.323
C 2.112 -0.351 -0.508
C -0.165 0.660 0.437
C -2.408 -0.304 -0.048
N 0.340 -2.274 1.701
N 0.744 -0.333 0.299
Cl -2.084 -1.043 -1.603
H 2.534 -0.626 -2.427
H 0.831 -1.151 -2.164
H 1.052 0.515 -2.295
H 3.171 0.403 1.033
H 2.712 1.759 -0.021
H 4.090 0.657 -0.337
H 2.899 -1.989 0.772
H 2.058 -2.538 -0.634
H 3.506 -1.769 -1.075
H -0.099 2.277 1.792
H -1.235 0.943 2.293
H 0.427 0.837 2.470
H -0.693 1.343 -1.708
H 0.569 2.263 -0.736
H -1.073 2.367 -0.205
H -2.231 -2.021 1.060
H -3.166 -0.925 1.875
H -3.988 -1.670 0.344
H -2.877 1.485 -0.992
H -3.635 1.368 0.710
H -4.306 0.408 -0.723
```

## Properties
gap between HOMO and LUMO (alpha / beta)	7.8168 / 7.6907	eV
HOMO level (alpha / beta)	-7.48 / -7.39	eV
F_max	4.49	eV/Å
relative energy (zero: lowest compared OMol25 entry of this formula, charge and spin)	41.8	kcal/mol
DFT total energy	-27245.236	eV
net charge	0
LUMO energy (alpha / beta)	0.013 / 0.011	Ha

Computed Löwdin charges, given in elementary charges: -0.37, -0.02, -0.03, -0.07, 0.00, -0.10, -0.13, -0.21, -0.48, -0.30, -0.79, 0.20, -0.01, 0.65, 0.04, 0.10, 0.05, 0.05, 0.10, 0.12, 0.09, 0.09, 0.12, 0.05, 0.08, 0.06, 0.08, 0.08, 0.09, 0.04, 0.03, 0.12, 0.03, 0.13, 0.08